This record from the Open Molecules 2025 dataset describes a structure of composition C46H44N6P2STeZr at a distorted geometry. The level of theory is ωB97M-V/def2-TZVPD.

```
101
C46H44N6P2STeZr ωB97M-V/def2-TZVPD
Zr -0.1439 1.8219 0.7843
N 3.0269 4.0051 3.0178
C 1.8451 3.7546 2.4587
S 0.8450 2.5021 3.1440
N 1.4854 4.4891 1.4175
N 0.2907 4.0527 0.9723
C -0.4826 4.8310 0.3072
C -1.8058 4.2925 -0.0121
C -2.7691 5.0711 -0.6452
C -4.0393 4.5477 -0.8268
C -4.3239 3.2604 -0.3840
C -3.3133 2.5274 0.2094
N -2.0767 3.0155 0.3819
H 3.2884 3.5530 3.8772
H 3.5555 4.8025 2.6990
H -0.2238 5.8663 0.1123
H -2.5305 6.0789 -0.9544
H -4.8086 5.1475 -1.2947
H -5.3119 2.8345 -0.4790
H -3.4852 1.5206 0.5744
Te 2.6539 -2.6240 0.0005
C 1.8835 -4.4116 0.8510
C 1.3186 -5.4089 0.0681
C 0.7271 -6.4989 0.6968
N 0.6654 -6.6423 2.0148
C 1.2357 -5.7011 2.7593
C 1.8587 -4.5783 2.2311
C 1.0884 -1.3602 0.4842
P -0.2004 -0.7919 -0.5390
C -1.6952 -1.8149 -0.3258
C -2.9651 -1.2711 -0.4807
C -4.0987 -2.0528 -0.3088
C -3.9647 -3.3924 0.0251
C -2.7004 -3.9446 0.1881
C -1.5709 -3.1595 0.0178
C 0.3076 -1.1569 -2.2561
C -0.4254 -2.0197 -3.0697
C 0.0482 -2.3775 -4.3264
C 1.2654 -1.8893 -4.7796
C 2.0061 -1.0357 -3.9707
C 1.5269 -0.6674 -2.7236
P 0.9099 -0.3678 1.8842
C 2.3148 -0.4355 3.0090
C 2.1826 -0.8918 4.3176
C 3.2933 -0.9407 5.1503
C 4.5318 -0.5285 4.6843
C 4.6651 -0.0610 3.3823
C 3.5621 -0.0153 2.5493
C -0.5739 -0.8882 2.8144
C -0.7981 -2.1977 3.2371
C -2.0306 -2.5695 3.7457
C -3.0694 -1.6491 3.8240
C -2.8763 -0.3497 3.3825
C -1.6305 0.0141 2.8871
H 1.3208 -5.3445 -1.0127
H 0.2751 -7.2890 0.1071
H 1.1981 -5.8520 3.8332
H 2.3179 -3.8511 2.8906
H -3.0752 -0.2244 -0.7550
H -5.0835 -1.6208 -0.4318
H -4.8440 -4.0073 0.1619
H -2.5935 -4.9883 0.4550
H -0.5876 -3.5870 0.1680
H -1.3672 -2.4298 -2.7271
H -0.5262 -3.0602 -4.9385
H 1.6458 -2.1892 -5.7469
H 2.9692 -0.6704 -4.3038
H 2.1383 -0.0361 -2.0927
H 1.2177 -1.1981 4.6991
H 3.1855 -1.3001 6.1647
H 5.3960 -0.5741 5.3330
H 5.6331 0.2538 3.0156
H 3.6827 0.3299 1.5277
H -0.0138 -2.9366 3.1294
H -2.1914 -3.5887 4.0716
H -4.0278 -1.9500 4.2245
H -3.6788 0.3739 3.4383
H -1.5338 1.0693 2.5855
C -0.3103 1.5225 -5.0006
N -1.2273 2.1741 -4.0200
C -2.0307 1.1663 -3.2774
C -0.5492 3.1604 -3.0739
C 0.7664 2.7415 -2.4714
C 1.9195 2.9926 -3.2120
C 3.1861 2.7575 -2.6918
C 3.3169 2.2980 -1.3948
C 2.1606 2.0578 -0.6575
C 0.8778 2.2412 -1.1615
H -0.9149 0.9296 -5.6822
H 0.3795 0.8829 -4.4570
H 0.2253 2.2928 -5.5488
H -1.8825 2.7352 -4.5647
H -1.3507 0.5964 -2.6511
H -2.5187 0.5048 -3.9891
H -2.7707 1.6902 -2.6752
H -1.2963 3.3549 -2.3083
H -0.4145 4.0708 -3.6595
H 1.8424 3.4187 -4.2063
H 4.0619 2.9703 -3.2894
H 4.2935 2.1348 -0.9592
H 2.3108 1.6827 0.3707
```

Output
Spin multiplicity: 1
Relative energy (zero: lowest compared OMol25 entry of this formula, charge and spin), kcal/mol: 28.6
LUMO energy, eV: -6.607
Gap between HOMO and LUMO, eV: 5.06
HOMO level, eV: -11.664
Total charge: +2

Atomic partial charges in e from the Löwdin method, atoms 1 to 8:
1 Zr 1.306
2 N 0.136
3 C -0.818
4 S 0.675
5 N 0.021
6 N -0.217
7 C -0.054
8 C -0.261



This record from the Open Molecules 2025 dataset describes an isolated molecule of C4H5NO3 at a distorted geometry. The level of theory is ωB97M-V/def2-TZVPD.

```
13
C4H5NO3 ωB97M-V/def2-TZVPD
H -0.0255 2.3287 1.0500
N -0.4938 1.6497 0.4435
C 0.0198 0.5020 0.5316
C -0.3194 -0.5664 -0.4379
C -1.4400 -0.3554 -1.3844
O 0.4808 -1.5023 -0.4773
C 1.5523 0.2303 1.0010
O 2.1582 1.2146 1.3414
O 1.9641 -0.9695 1.3834
H -1.2593 0.5366 -1.9811
H -1.5639 -1.2280 -2.0214
H -2.3497 -0.1692 -0.8144
H 1.2763 -1.6711 1.3656
```

Output
Spin multiplicity: 1
Relative energy (zero: lowest compared OMol25 entry of this formula, charge and spin), kcal/mol: 38.2
LUMO energy, eV: -0.901
Gap between HOMO and LUMO, eV: 9.24
HOMO level, eV: -10.139
Total charge: 0

Atomic partial charges in e from the Löwdin method, atoms 1 to 8:
1 H 0.087
2 N 0.218
3 C -0.189
4 C -0.381
5 C -0.006
6 O 0.076
7 C -0.437
8 O 0.109